Record 1
This record from the OMol25 dataset describes a molecular structure, C19H38NO2 at a distorted geometry. The level of theory is the ωB97M-V functional and the def2-TZVPD basis.

Structure (XYZ):
```
60
Properties=species:S:1:pos:R:3:forces:R:3
C 2.208 -2.009 -0.169 2.2511 -8.2205 2.0546
H -4.453 1.770 1.263 0.5786 -0.2224 1.5240
H -0.543 -1.943 -1.034 0.9564 0.2950 -2.3859
H 1.170 2.268 3.781 -0.0470 -0.9316 -2.2098
O 1.839 2.176 0.692 4.2883 1.0904 -1.7685
C -0.900 -2.728 -0.446 -1.0714 8.2158 2.3969
H -1.573 -3.308 -0.820 -4.0061 -3.5200 -2.8268
H 1.021 1.171 -2.238 -4.6100 -0.1653 -6.3536
C -3.140 0.130 0.989 -3.7181 -1.8282 1.5291
H 2.678 -3.009 -0.686 -0.6385 1.6789 1.1932
H 0.413 2.847 -0.461 1.5914 -2.2298 -2.2012
C -3.558 2.225 -0.542 1.4404 -6.4794 2.8987
H -4.654 -0.861 -0.895 -1.4782 0.6034 0.1303
H -0.471 -3.979 0.939 -0.2726 -0.3667 2.4652
H -2.469 0.732 1.529 2.0985 0.0953 -0.1683
H 1.707 -1.843 -0.980 -2.3856 3.2091 -5.0164
N -2.765 -0.753 -0.206 4.2129 -1.2721 7.9368
C 3.332 -1.313 0.436 1.9951 1.1270 -0.0519
C 4.074 0.765 -1.112 -3.8239 -3.0527 7.8626
H 3.923 1.416 -0.164 0.0977 -1.1303 -0.8405
H -4.189 -2.250 0.269 0.3050 0.7193 -0.9680
H 0.931 -2.018 1.328 -5.1043 12.6046 11.7782
C -3.917 -1.491 -0.503 1.4831 -3.4483 -5.8980
H -5.146 0.748 0.453 -4.9024 -2.4012 -1.9559
H 3.182 0.167 -2.824 -1.8082 0.3545 1.9821
C 1.154 -2.593 0.754 9.7286 -12.2082 -5.2063
H 1.675 -3.399 1.580 -0.5730 2.0800 -2.1317
C 1.510 1.466 2.997 -0.6052 1.1284 0.3148
H 3.278 1.884 -2.683 -1.6569 -2.1568 2.1140
C -2.104 0.097 -1.092 -5.1937 0.4779 -6.3786
H -0.934 -0.886 1.012 -1.2486 -1.3570 -1.3676
H -3.690 -0.500 1.768 1.3813 -0.0420 -0.9004
H 2.856 -0.550 0.978 -0.1185 1.6960 1.2536
C 1.103 1.546 1.501 -0.9895 1.2871 2.8787
H 2.038 3.157 -1.066 -0.1270 -1.6093 -0.3923
H 0.373 -4.236 -0.297 0.9217 0.3078 -0.4812
H -4.352 2.729 -0.859 -2.9836 2.6581 -1.1624
C 2.912 0.830 -1.875 2.3551 3.5179 -10.2097
H 5.333 -0.647 -0.174 -1.5427 -0.0815 -0.2361
H -3.981 0.615 -2.202 0.8262 1.3791 1.4743
H 3.969 -1.886 1.216 -1.4079 0.4094 -1.5135
H -1.986 -2.087 1.205 -7.6821 -8.6077 13.5650
H -1.793 -0.375 -2.044 -0.4210 -0.5190 0.5820
C 1.528 1.069 -1.451 4.6042 -5.6944 3.2934
H -2.709 2.807 -0.043 -1.2787 -1.0251 -0.8403
C -4.209 0.987 0.555 3.9636 8.2260 0.3511
H 1.075 0.533 3.423 1.1014 0.3619 -0.4256
H -2.552 1.850 -2.378 -1.4531 -2.1840 1.3301
H -3.451 -1.958 -1.776 -1.8256 0.4080 3.9564
C 4.270 -0.680 -0.640 3.7879 -1.3558 1.9916
O 0.046 1.185 1.105 -3.9145 -2.5480 -0.3133
C -1.679 -1.665 0.543 8.4839 8.8776 -13.9853
C 1.439 2.237 -0.800 -2.7851 10.2113 7.8126
H 4.506 -1.494 -1.387 -0.8237 1.2174 -0.0675
H 2.569 1.667 2.951 0.6657 -0.9788 0.6699
C 0.088 -3.356 0.301 -0.5445 -5.2117 -1.9964
C -3.190 1.161 -1.555 3.7004 2.2953 -4.7447
H -1.308 0.604 -0.835 4.0302 2.0614 2.8747
H 4.903 1.160 -1.375 5.4727 2.2770 -3.1371
H 1.345 0.213 -0.810 -1.2800 -0.0229 -0.0794
```
Forces are in eV/Å.

Properties
Largest force on an atom ... 0.362 hartree/bohr
Total charge ... +1
ΔE to the lowest compared entry with this formula, charge and spin ... 436.2 kcal/mol
Spin multiplicity ... 1


Record 2
This record from the OMol25 dataset describes a molecular structure, C43H40BGeN9O3Ti. The level of theory is the ωB97M-V functional and the def2-TZVPD basis.

Structure (XYZ):
```
98
Properties=species:S:1:pos:R:3:forces:R:3
H 1.859 2.733 -1.815 -0.1382 0.0779 -0.0154
C -6.035 0.267 1.509 0.0214 -0.0478 0.1469
C 3.438 0.792 2.176 0.1433 0.1835 0.0903
C -1.426 -4.461 -2.766 -0.0130 0.1255 -0.0932
C 3.278 -2.607 -0.941 0.1555 -0.0578 -0.0365
H 6.205 0.436 4.885 -0.0875 0.0178 -0.0719
C -2.470 2.189 2.798 0.0705 0.0108 0.1252
C 1.775 -2.644 1.475 -0.0971 -0.2880 -0.0796
H -1.222 -3.374 1.599 0.0280 -0.0173 -0.0441
C -0.977 -3.622 -1.586 0.2967 0.0029 0.1180
C 5.364 1.691 3.351 0.0078 -0.0371 0.0203
H -5.165 1.042 -2.386 -0.0233 -0.0120 0.0658
H -0.366 1.488 2.526 -0.1161 0.0109 -0.0313
C -2.146 -2.890 1.337 -0.1059 -0.0352 -0.0199
C -1.559 -2.095 -3.140 0.0056 -0.0671 0.0376
C 4.378 1.811 2.381 0.0201 -0.2054 0.1141
H -5.507 0.547 2.413 -0.3232 -0.2992 -0.3094
H 0.382 -0.462 1.838 0.0277 -0.0682 0.0917
C -0.427 4.444 0.431 0.0271 0.0046 0.0387
H 3.222 -3.990 2.162 0.0081 0.0324 -0.0237
C 0.738 4.703 2.514 0.0205 -0.0001 0.0295
Ge 2.110 1.061 0.764 0.0495 0.1108 0.1085
H 6.350 0.689 -1.951 -0.1053 0.0545 0.0094
H 3.214 -0.337 -3.235 -0.0501 -0.0082 0.0080
H 4.569 -1.392 4.531 -0.0061 0.1268 -0.0837
H 3.883 -2.578 -1.846 -0.1096 -0.0168 0.1607
C 4.514 -0.486 3.931 0.0431 0.0103 -0.0128
H -5.322 -2.261 0.913 0.2572 0.0078 -0.0051
N -3.422 0.548 -1.316 -0.1683 -0.0048 0.0987
H 4.817 0.147 -0.100 -0.0521 0.1324 -0.1847
C 3.658 -3.363 0.100 0.0603 0.0026 -0.0291
C -1.401 1.484 2.227 -0.0651 0.0483 0.0412
C -7.352 -0.055 1.319 -0.1935 -0.0571 -0.0950
C -1.941 1.468 -2.610 -0.0763 -0.0112 0.0357
N -1.175 -2.272 -1.816 -0.0529 -0.2072 -0.0400
B -3.892 0.069 0.095 -0.0554 0.0235 -0.0285
H 0.306 -2.359 0.075 -0.0579 -0.0231 -0.0094
H -0.741 6.083 1.786 0.0399 -0.0728 -0.0080
C 1.437 3.523 2.273 -0.1052 0.0061 -0.1163
C 1.231 -1.784 0.368 0.0079 -0.1073 -0.0536
O 0.554 -0.289 -1.750 0.0611 0.3403 -0.1969
H 3.386 3.284 -3.652 0.0352 -0.0976 0.1050
C 3.213 1.388 -0.828 -0.0285 -0.0178 -0.0064
H 1.602 -0.471 -3.966 0.0316 -0.0319 0.0529
C 0.272 3.269 0.199 -0.0164 -0.0130 0.1007
H -1.177 -3.473 -4.715 -0.0014 -0.0182 -0.0090
C -3.563 1.826 2.040 0.1200 0.3017 0.0066
H 1.213 -2.646 2.408 0.0377 -0.0367 -0.1281
C 4.969 2.023 -2.924 -0.0366 -0.0471 0.0511
C 3.526 -0.357 2.957 -0.1222 0.0616 0.1361
H -8.148 -0.038 2.054 0.1896 -0.0245 -0.1902
H -3.395 2.254 -4.102 0.0602 -0.1191 0.2196
N -2.139 -1.744 0.672 -0.3387 -0.1183 -0.0519
H 4.560 -3.963 0.043 -0.0891 0.0567 0.0066
C -0.195 5.165 1.596 0.0046 0.0128 0.0013
H -0.610 -5.124 -3.052 0.0038 0.0072 0.0040
C 2.831 2.268 -1.838 0.2736 -0.0422 -0.1122
H 2.558 -1.931 -3.653 0.0039 0.0737 0.0118
C 2.084 -1.789 -0.888 -0.0096 -0.0436 0.0469
N -3.441 -1.397 0.448 0.0596 -0.0285 -0.0173
N -1.809 0.772 1.184 0.0060 0.2471 0.1461
C 3.699 2.587 -2.879 0.0076 -0.0144 -0.0162
H -1.160 4.790 -0.291 0.0525 -0.0248 0.0509
O -0.460 -4.113 -0.593 -0.2653 0.2356 -0.1249
N -2.085 0.783 -1.477 -0.3947 -0.0263 -0.5951
C 2.301 -0.940 -3.271 0.0534 0.0347 -0.0646
C 0.796 -0.407 0.830 -0.0838 0.2748 -0.1753
N -6.248 -0.303 -0.645 -0.0376 0.2081 0.2349
H -0.951 1.684 -2.981 -0.0391 -0.0091 0.0220
H 4.340 2.705 1.770 0.0281 0.0617 -0.0284
H -3.790 -4.213 2.062 0.0675 0.1592 -0.0988
C -3.460 -3.318 1.554 0.0352 -0.0916 0.0534
C 4.490 0.830 -0.886 0.0879 -0.1928 0.0619
C 1.662 -1.042 -1.923 0.0357 0.0868 -0.0866
C 1.211 2.778 1.113 -0.0542 0.0980 -0.0558
H -2.254 -5.087 -2.439 -0.0768 -0.0394 -0.0021
H 2.152 3.175 3.007 0.0225 -0.0225 0.0326
H -2.444 2.867 3.640 0.0112 -0.1418 -0.1844
H 0.047 2.709 -0.702 -0.0240 -0.0511 -0.0356
C -1.799 -3.435 -3.822 0.1053 -0.0498 0.0738
H 0.924 5.262 3.428 -0.0175 -0.0651 -0.1125
C 5.360 1.136 -1.925 0.0090 0.0298 -0.0712
C -4.094 1.119 -2.334 0.2420 -0.0277 0.1655
Ti -0.782 -0.542 -0.538 0.2554 -0.3483 0.8061
H -2.836 -3.477 -4.146 -0.0741 -0.0033 -0.0066
N -5.394 0.142 0.314 0.1313 -0.0350 -0.0595
C -7.425 -0.401 -0.050 -0.1430 -0.0595 -0.0996
C -3.185 1.732 -3.178 -0.0048 0.0096 -0.0358
N -3.144 0.970 1.090 0.0736 0.0026 -0.0030
C -4.242 -2.345 0.973 -0.1669 -0.0256 -0.0056
C 5.431 0.537 4.130 0.0139 -0.0004 -0.0253
H 6.084 2.491 3.500 -0.0907 -0.0982 -0.0224
H -8.290 -0.714 -0.625 0.1869 0.0589 0.1364
H -4.598 2.135 2.102 0.4399 0.0834 -0.0452
O -1.680 -1.034 -3.713 -0.0025 0.0022 0.0644
H 5.651 2.276 -3.729 -0.0611 -0.0284 0.0695
C 2.878 -3.377 1.337 -0.0700 -0.0662 -0.0699
H 2.823 -1.170 2.803 0.2142 0.2675 0.1270
```
Forces are in eV/Å.

Properties
Largest force on an atom ... 0.018 hartree/bohr
ΔE to the lowest compared entry with this formula, charge and spin ... 17.1 kcal/mol
Spin multiplicity ... 1


Values of lowest unoccupied orbital energy, in order: -2.237; -0.175, all in eV.
Values of frontier orbital gap, in order: 9.8; 7.0, all in eV.
Values of HOMO, in order: -12.034; -7.140, all in eV.